A single C5H3N3O3S molecule in a non-equilibrium geometry. Source: OMol25; level of theory: ωB97M-V/def2-TZVPD.

Last column: natural (NBO) charge in e.
Geometry (Å):
C: 1.3763 1.7415 0.4654  -0.35
C: 1.4814 1.0001 -0.7454  0.16
C: 0.3745 1.4903 1.3079  0.04
C: 1.4173 -0.0071 -1.4781  -0.39
C: -1.1606 -0.3634 1.4020  0.25
N: -2.2255 -0.8483 -0.6195  0.27
N: -0.4485 0.5272 0.8410  -0.47
N: -2.1202 -0.8179 0.6113  -0.22
O: 0.3456 -1.9465 -3.0619  -0.84
O: 0.8374 -2.1787 -0.6739  -0.89
O: -1.2565 -0.9026 -1.5235  -0.55
S: 0.4231 -1.4099 -1.7636  2.33
H: 2.1181 2.5531 0.6064  0.25
H: -1.1645 -0.8350 2.4071  0.19
H: 0.0020 1.9971 2.2248  0.22

Atoms 1-3, force components in eV/Å:
2.4 2.5 -0.5
-0.7 -3.1 -0.7
-1.0 -0.4 0.7

Calculated values
gap between HOMO and LUMO: 8.1 eV
SMILES: O=S1(=O)C#C\C=C/N=C/N=N\O1
energy above the lowest of the compared OMol25 structures with the same formula, charge and spin: 156.8 kcal per mole
DFT total energy: -26672.715 eV